Computed, not measured: a gas-phase ion, C4H13N2 (charge +1), with wB97M-V/def2-TZVPD.

The geometry in ORCA input format:
```
! wB97M-V def2-TZVPD RIJCOSX def2/J DEFGRID3
* xyz 1 1
C 0.394 2.091 -0.738
N -0.334 0.885 -1.283
C -1.344 0.270 -0.464
C -0.738 -0.220 0.880
N 0.719 -0.656 0.577
C 0.965 -2.122 0.832
H 0.892 2.581 -1.596
H 1.160 1.553 -0.185
H -0.295 2.775 -0.244
H -0.718 1.219 -2.163
H -1.658 -0.711 -0.874
H -2.187 0.948 -0.336
H -1.144 -1.231 1.022
H -0.654 0.410 1.767
H 0.710 -0.380 -0.429
H 1.423 -0.110 1.063
H 0.207 -2.415 1.533
H 2.019 -2.280 0.718
H 0.580 -2.608 -0.080
*
```

Its SMILES is CNCC[NH2+]C. The energy above the lowest of the compared OMol25 structures with the same formula, charge and spin is 55.8 kcal per mole. The strongest force on any atom comes out at 3.602 eV/Å.

Computed, not measured: a gas-phase ion, C4H13N2 (charge +1), with wB97M-V/def2-TZVPD.

The geometry in ORCA input format:
```
! wB97M-V def2-TZVPD RIJCOSX def2/J DEFGRID3
* xyz 1 1
N -0.082 -1.482 1.968
C 0.874 -1.690 0.876
C 0.624 -0.751 -0.295
C 0.418 0.710 0.146
C -0.071 1.672 -0.922
N -1.480 1.321 -1.342
H -0.854 -2.121 2.048
H 0.368 -1.263 2.841
H 0.791 -2.716 0.531
H 1.875 -1.556 1.275
H 1.422 -0.743 -1.048
H -0.205 -1.093 -0.940
H 1.346 1.082 0.585
H -0.283 0.705 1.005
H 0.593 1.648 -1.798
H 0.014 2.689 -0.582
H -1.877 0.707 -0.625
H -2.053 2.143 -1.548
H -1.419 0.739 -2.176
*
```

Its SMILES is NCCCC[NH3+]. The energy above the lowest of the compared OMol25 structures with the same formula, charge and spin is 26.3 kcal per mole. The strongest force on any atom comes out at 1.546 eV/Å.

Computed, not measured: 2 unconnected molecules or ions with the total composition C4H13N2, with wB97M-V/def2-TZVPD.

The geometry in ORCA input format:
```
! wB97M-V def2-TZVPD RIJCOSX def2/J DEFGRID3
* xyz 1 1
C 1.386 -0.546 1.987
C 0.324 -0.313 0.895
C -0.299 1.093 1.013
N 1.006 -0.555 -0.349
H 0.925 -0.370 2.959
H 1.857 -1.517 1.923
H 2.164 0.225 1.888
H -0.460 -1.068 1.017
H -0.964 1.257 0.170
H -0.765 1.318 1.971
H 0.525 1.810 0.905
H 0.470 -0.172 -1.260
H 1.906 -0.062 -0.302
C -1.660 -0.373 -2.013
N -0.467 0.435 -2.122
H -1.737 -1.294 -2.593
H -2.596 0.199 -2.007
H -0.203 0.535 -3.115
H -1.413 -0.604 -0.965
*
```

The energy above the lowest of the compared OMol25 structures with the same formula, charge and spin is 155.9 kcal per mole. The strongest force on any atom comes out at 3.086 eV/Å.

Computed, not measured: a gas-phase ion, C4H13N2 (charge +1), with wB97M-V/def2-TZVPD.

The geometry in ORCA input format:
```
! wB97M-V def2-TZVPD RIJCOSX def2/J DEFGRID3
* xyz 1 1
C -1.136 2.205 0.379
N -0.915 0.730 0.575
C 0.327 0.440 1.277
C 1.185 -0.560 0.398
N 0.585 -0.769 -0.970
C 0.052 -2.143 -1.311
H -0.274 2.484 -0.213
H -1.406 2.903 1.132
H -1.984 2.446 -0.362
H -1.795 0.500 0.986
H 0.396 0.097 2.354
H 0.901 1.290 1.372
H 1.229 -1.605 0.898
H 2.327 -0.374 0.252
H -0.281 -0.038 -0.842
H 1.106 -0.380 -1.737
H -0.967 -1.980 -1.678
H -0.095 -2.720 -0.435
H 0.746 -2.526 -2.074
*
```

Its SMILES is CNCC[NH2+]C. The energy above the lowest of the compared OMol25 structures with the same formula, charge and spin is 56.5 kcal per mole. The strongest force on any atom comes out at 3.857 eV/Å.

Computed, not measured: a gas-phase ion, C4H13N2 (charge +1), with wB97M-V/def2-TZVPD.

The geometry in ORCA input format:
```
! wB97M-V def2-TZVPD RIJCOSX def2/J DEFGRID3
* xyz 1 1
C 1.359 -0.821 1.886
C 0.290 0.005 1.176
C 0.426 0.100 -0.379
N -0.099 -1.217 -0.966
C -0.371 1.216 -1.013
N -1.798 0.878 -1.053
H 2.339 -0.307 1.867
H 1.559 -1.811 1.486
H 1.049 -1.048 2.902
H -0.665 0.010 1.658
H 0.346 1.201 1.296
H 1.467 0.360 -0.630
H -1.077 -1.401 -0.654
H -0.179 -1.024 -1.978
H 0.477 -2.058 -0.978
H -0.385 2.200 -0.427
H -0.167 1.311 -2.102
H -2.344 1.128 -0.225
H -2.227 1.278 -1.868
*
```

Its SMILES is CC[C@@H]([NH3+])CN. The energy above the lowest of the compared OMol25 structures with the same formula, charge and spin is 42.3 kcal per mole. The strongest force on any atom comes out at 4.396 eV/Å.

Computed, not measured: a gas-phase ion, C4H13N2 (charge +1), with wB97M-V/def2-TZVPD.

The geometry in ORCA input format:
```
! wB97M-V def2-TZVPD RIJCOSX def2/J DEFGRID3
* xyz 1 1
C -0.999 1.342 -0.824
C -1.228 -0.025 0.076
N -0.898 -1.203 -0.767
C -0.229 0.102 1.251
C 1.204 0.392 0.734
N 1.613 -0.796 -0.196
H -0.483 1.296 -1.779
H -1.901 1.950 -0.800
H -0.261 1.963 -0.236
H -2.253 -0.176 0.385
H -1.234 -2.101 -0.405
H -1.112 -1.181 -1.758
H -0.174 -0.822 1.875
H -0.691 0.834 1.890
H 1.337 1.380 0.045
H 2.072 0.248 1.537
H 2.318 -0.521 -0.878
H 2.245 -1.460 0.364
H 0.675 -1.220 -0.513
*
```

Its SMILES is C[C@@H](N)CC[NH3+]. The energy above the lowest of the compared OMol25 structures with the same formula, charge and spin is 43.2 kcal per mole. The strongest force on any atom comes out at 3.346 eV/Å.

Computed, not measured: a gas-phase ion, C4H13N2 (charge +1), with wB97M-V/def2-TZVPD.

The geometry in ORCA input format:
```
! wB97M-V def2-TZVPD RIJCOSX def2/J DEFGRID3
* xyz 1 1
C -1.953 -1.150 -0.059
C -1.649 0.228 -0.654
N -0.188 0.539 -0.815
C 0.384 1.098 0.471
C 1.729 0.421 0.788
N 1.664 -0.937 0.253
H -1.178 -1.469 0.640
H -2.934 -1.156 0.399
H -1.980 -1.920 -0.830
H -2.095 0.346 -1.645
H -2.190 0.974 -0.078
H -0.125 1.134 -1.623
H 0.311 -0.360 -0.940
H -0.326 0.846 1.255
H 0.342 2.183 0.402
H 1.889 0.610 1.850
H 2.526 0.932 0.249
H 1.244 -1.553 0.941
H 2.573 -1.315 0.028
*
```

Its SMILES is CC[NH2+]CCN. The energy above the lowest of the compared OMol25 structures with the same formula, charge and spin is 20.1 kcal per mole. The strongest force on any atom comes out at 1.970 eV/Å.

Computed, not measured: a gas-phase ion, C4H13N2 (charge +2), with wB97M-V/def2-TZVPD.

The geometry in ORCA input format:
```
! wB97M-V def2-TZVPD RIJCOSX def2/J DEFGRID3
* xyz 2 2
C -1.317 0.878 0.280
N -0.663 2.113 0.570
C -0.808 0.107 -0.975
N 0.701 0.056 -0.960
C 1.365 -0.637 0.216
C 0.674 -1.940 0.630
H -2.351 1.200 0.074
H -1.324 0.274 1.177
H -0.746 2.891 -0.094
H -0.674 2.403 1.555
H -1.079 0.687 -1.854
H -1.241 -0.876 -0.894
H 1.099 0.996 -0.975
H 0.947 -0.400 -1.845
H 2.366 -0.918 -0.090
H 1.397 0.060 1.049
H -0.209 -1.845 1.257
H 1.445 -2.520 1.135
H 0.418 -2.530 -0.256
*
```

The energy above the lowest of the compared OMol25 structures with the same formula, charge and spin is 21.4 kcal per mole. The strongest force on any atom comes out at 2.155 eV/Å.

Computed, not measured: 2 unconnected molecules or ions with the total composition C4H13N2O, with wB97M-V/def2-TZVPD.

The geometry in ORCA input format:
```
! wB97M-V def2-TZVPD RIJCOSX def2/J DEFGRID3
* xyz 0 2
C 0.227 0.075 2.777
C -0.238 -0.756 1.597
C -1.219 -0.073 0.618
N -0.579 0.501 -0.534
C -0.894 0.073 -1.815
N -0.360 0.651 -2.956
H 0.420 1.109 2.570
H -0.530 0.053 3.567
H 1.095 -0.358 3.263
H 0.614 -1.136 1.058
H -0.792 -1.639 1.929
H -1.952 -0.800 0.296
H -1.767 0.698 1.178
H 0.239 1.047 -0.337
H -1.742 -0.575 -1.890
H -0.499 0.154 -3.813
H 0.477 1.201 -2.939
H 2.857 -0.646 -1.865
H 2.543 0.480 -1.012
O 2.102 -0.059 -1.693
*
```

The energy above the lowest of the compared OMol25 structures with the same formula, charge and spin is 11.9 kcal per mole. The strongest force on any atom comes out at 1.687 eV/Å.

Computed, not measured: 2 unconnected molecules or ions with the total composition C4H13N2O, with wB97M-V/def2-TZVPD.

The geometry in ORCA input format:
```
! wB97M-V def2-TZVPD RIJCOSX def2/J DEFGRID3
* xyz 0 2
C 1.641 -2.739 0.139
C 0.813 -1.789 0.958
O -0.191 -1.256 0.483
N 1.259 -1.431 2.200
H 2.395 -3.196 0.772
H 1.945 -2.304 -0.812
H 0.569 -0.928 2.718
H 1.834 -2.116 2.684
H 0.955 -3.545 -0.116
C -0.965 1.687 -0.200
C -1.927 2.650 -0.892
N -0.118 0.930 -1.173
H -0.372 2.267 0.498
H -1.520 0.933 0.353
H -2.313 2.222 -1.827
H -1.370 3.505 -1.291
H 0.207 0.053 -0.663
H -0.708 0.577 -1.947
H 0.675 1.493 -1.536
H -2.810 2.985 -0.348
*
```

The energy above the lowest of the compared OMol25 structures with the same formula, charge and spin is 19.7 kcal per mole. The strongest force on any atom comes out at 1.769 eV/Å.

Computed, not measured: 2 unconnected molecules or ions with the total composition C4H13N2O, with wB97M-V/def2-TZVPD.

The geometry in ORCA input format:
```
! wB97M-V def2-TZVPD RIJCOSX def2/J DEFGRID3
* xyz 1 1
C 2.076 0.822 1.698
C 0.685 1.181 1.223
O 0.314 0.445 0.293
N -0.108 2.028 1.934
H 2.816 1.379 1.189
H 2.292 -0.294 1.547
H -1.051 2.321 1.370
H 0.233 2.520 2.628
H 2.336 1.156 2.748
C -0.265 -1.466 -1.809
C -1.170 -2.615 -1.373
N -1.261 -0.194 -1.708
H 0.561 -1.271 -0.887
H 0.372 -1.311 -2.703
H -1.695 -2.245 -0.561
H -0.515 -3.452 -0.891
H -1.733 0.145 -2.378
H -2.107 -0.329 -1.086
H -0.695 0.518 -1.171
H -1.703 -3.065 -2.171
*
```

The energy above the lowest of the compared OMol25 structures with the same formula, charge and spin is 68.8 kcal per mole. The strongest force on any atom comes out at 9.314 eV/Å.

Computed, not measured: 2 unconnected molecules or ions with the total composition C4H13N2O, with wB97M-V/def2-TZVPD.

The geometry in ORCA input format:
```
! wB97M-V def2-TZVPD RIJCOSX def2/J DEFGRID3
* xyz 1 1
C -2.070 -0.721 1.191
C -1.539 0.684 0.987
C -1.237 0.999 -0.479
N -0.249 0.031 -1.061
C 1.035 0.277 -1.188
N 1.648 1.254 -0.575
H -3.100 -0.761 0.830
H -1.430 -1.492 0.762
H -2.183 -0.962 2.243
H -2.261 1.453 1.266
H -0.618 0.868 1.548
H -2.107 0.942 -1.130
H -0.805 1.989 -0.592
H -0.681 -0.595 -1.723
H 1.578 -0.516 -1.680
H 2.664 1.255 -0.571
H 1.246 2.083 -0.151
H 3.946 -2.705 -0.209
H 2.911 -2.060 0.721
O 3.252 -2.023 -0.188
*
```

The energy above the lowest of the compared OMol25 structures with the same formula, charge and spin is 21.4 kcal per mole. The strongest force on any atom comes out at 1.754 eV/Å.